(1)
Density functional theory data (wB97M-V/def2-TZVPD) for 4 unconnected molecules or ions with the total composition C42H95NOP2 in a non-equilibrium geometry.

```
141
Properties=species:S:1:pos:R:3
H -17.015 -14.915 -15.512
C -5.388 -19.848 -2.180
H -13.465 -17.536 -21.202
C -10.638 -10.807 -7.268
C -14.972 -11.296 -17.616
H -5.144 -20.366 -7.144
C -14.243 -17.205 -18.856
H -12.831 -18.221 -16.271
H -2.770 -20.526 -1.671
H -10.847 -11.688 -10.718
C -15.250 -14.364 -18.025
C -13.684 -16.166 -16.290
H -11.585 -12.276 -8.467
C -3.461 -10.555 -3.468
H -2.241 -20.607 -3.286
H -3.439 -21.812 -2.797
H -9.286 -10.586 -3.231
H -4.290 -11.071 -10.202
H -11.316 -10.853 -6.415
C -4.959 -10.660 -8.120
H -3.532 -9.639 -2.882
H -3.346 -19.102 -5.674
H -12.083 -16.987 -18.519
C -3.125 -20.776 -2.671
H -10.555 -17.710 -20.436
C -18.282 -17.885 -14.111
H -5.525 -18.562 -0.281
H -3.309 -11.817 -8.912
H -6.182 -9.627 -9.386
C -3.341 -20.392 -8.123
H -6.539 -8.647 -6.999
H -3.936 -17.828 -4.093
H -13.879 -11.799 -19.521
C -16.920 -15.974 -15.274
H -10.585 -10.664 -4.369
C -8.952 -9.177 -4.922
C -10.474 -11.080 -9.893
H -5.650 -19.733 -4.857
C -12.828 -16.851 -19.302
H -17.332 -16.757 -17.262
C -4.314 -11.515 -9.206
H -13.024 -16.993 -13.513
H -18.515 -15.748 -13.967
H -5.310 -9.887 -5.276
C -4.273 -17.763 -1.877
H -14.337 -18.231 -18.500
H -15.064 -17.177 -19.573
C -7.138 -9.483 -7.361
C -11.108 -16.468 -14.497
C -10.852 -9.116 -3.041
C -6.933 -11.307 -5.045
H -6.579 -12.071 -5.737
C -11.252 -17.434 -21.228
H -5.455 -20.926 -2.040
P -14.987 -16.097 -17.541
C -4.126 -20.690 -6.926
H -14.033 -10.927 -17.203
H -11.376 -9.883 -2.470
H -15.531 -11.768 -16.808
C -14.100 -13.432 -18.467
C -16.477 -16.776 -16.586
C -3.684 -18.336 -3.162
H -4.753 -12.124 -4.073
H -3.902 -19.208 -0.550
C -6.417 -16.031 -8.928
N -4.269 -19.831 -3.171
C -9.925 -9.963 -3.858
H -4.913 -12.398 -9.429
H -3.241 -19.321 -8.302
C -4.869 -11.163 -3.572
H -11.196 -16.373 -21.471
H -12.622 -15.854 -19.690
C -4.755 -20.289 -4.580
C -5.803 -10.386 -4.442
H -10.726 -16.613 -15.508
H -12.777 -18.753 -20.345
H -10.999 -18.046 -22.094
C -12.362 -17.387 -14.284
H -18.838 -16.280 -15.630
C -9.311 -11.444 -6.803
H -15.453 -10.411 -18.034
H -4.440 -9.708 -8.010
H -3.046 -10.517 -4.475
H -15.959 -13.919 -17.327
H -5.108 -21.292 -4.339
C -4.830 -18.918 -1.042
H -14.029 -15.501 -15.498
H -6.963 -16.647 -9.642
H -3.836 -20.753 -9.024
H -14.200 -18.003 -15.245
H -3.529 -17.261 -1.258
H -18.364 -18.702 -14.829
H -19.127 -17.919 -13.423
O -7.054 -16.094 -7.623
C -6.412 -10.230 -8.508
H -5.078 -17.036 -1.984
H -15.953 -14.491 -18.849
C -18.234 -16.462 -14.741
H -6.078 -9.498 -3.872
H -2.324 -20.768 -8.012
H -12.927 -15.671 -16.899
P -8.049 -10.342 -6.066
C -11.268 -11.239 -8.575
H -6.305 -19.459 -2.623
H -11.014 -15.482 -14.042
H -9.565 -8.501 -5.518
H -10.385 -17.057 -13.932
H -12.217 -10.710 -8.658
H -10.567 -9.727 -7.393
H -9.372 -7.472 -2.578
H -6.988 -11.130 -8.727
H -9.576 -8.685 -1.333
H -2.782 -20.680 -5.253
H -7.459 -11.877 -4.279
H -8.873 -11.873 -7.704
H -7.992 -8.916 -7.732
H -10.509 -10.022 -10.155
H -10.730 -7.386 -1.591
H -8.275 -8.566 -4.325
H -2.781 -11.251 -2.977
C -3.658 -20.145 -5.621
H -11.472 -8.596 -3.772
H -4.321 -21.760 -6.999
C -14.662 -12.120 -18.834
H -17.404 -18.171 -13.533
H -4.966 -11.099 -7.122
H -6.449 -15.063 -9.427
C -10.106 -8.121 -2.100
H -9.498 -12.293 -6.146
H -12.001 -18.377 -14.003
H -5.303 -11.358 -2.591
H -13.274 -13.393 -17.757
H -15.579 -12.262 -19.406
H -2.602 -18.423 -3.071
H -16.155 -16.065 -14.503
H -5.365 -16.293 -8.812
C -13.273 -17.524 -15.559
H -16.209 -17.799 -16.318
H -13.717 -13.902 -19.372
H -9.426 -11.371 -9.819
C -12.584 -17.707 -20.584
```

Properties
DFT total energy: -67191.728 eV
Relative energy (zero: lowest compared OMol25 entry of this formula, charge and spin): 123.60 kcal per mole
Multiplicity: 1
Total charge: +2
Frontier orbital gap: 4.47 eV

***

(2)
Density functional theory data (wB97M-V/def2-TZVPD) for 9 unconnected molecules or ions with the total composition C43H100N2O27P6 in a non-equilibrium geometry.

```
178
Properties=species:S:1:pos:R:3
H 7.835 5.672 -12.493
H -0.314 -13.281 -0.426
H -0.257 5.679 5.616
C -0.742 -5.542 1.893
H -8.612 6.634 0.408
C 4.304 4.195 9.505
C -6.513 4.669 -3.265
H -5.507 -4.596 7.693
H -4.489 -4.598 5.479
H 0.145 -5.227 3.677
C -0.733 -7.309 6.844
H 0.811 9.206 11.484
O -3.626 -10.156 -2.277
H -0.891 -8.385 6.916
H 1.424 -7.236 6.613
H 7.336 -2.983 5.850
H 8.121 10.649 -8.718
H -8.549 4.853 -2.356
C -6.150 -0.328 -4.418
H 6.104 5.169 10.316
H 1.184 2.358 -4.237
H 4.226 7.737 -8.577
H 1.249 4.835 5.056
C 1.365 3.042 -3.408
C 7.388 11.117 -9.376
H 1.828 -0.869 -4.445
H -3.760 -4.968 8.122
H 1.925 2.720 -1.479
H 0.995 -7.305 8.368
P 0.858 0.226 -1.287
H -0.394 8.438 10.486
C -0.555 -11.150 -0.378
H -8.072 7.988 1.307
H -4.532 -9.810 1.395
H 1.025 -12.592 0.284
H 0.019 -10.318 -0.785
O -5.960 4.097 -2.062
C 0.340 -12.417 -0.545
C -3.554 -9.329 1.369
C -8.024 7.547 0.311
H 8.767 4.866 -9.650
C 1.376 -6.662 -7.595
O -1.714 -4.348 6.105
C 1.092 -0.874 -3.641
P -5.225 5.086 -1.005
H -5.481 1.363 0.190
C 1.571 6.082 6.692
P -3.139 -10.756 -0.851
H 0.731 -12.505 -1.559
H -4.912 -6.189 8.082
O 1.917 0.785 -0.197
H 6.375 3.951 9.043
H 3.669 -0.506 1.312
H 5.054 4.799 -8.593
O 8.602 7.756 -9.254
H -1.557 -9.899 -3.379
H -5.710 1.614 1.982
H 1.146 -8.280 -6.042
P -1.969 -5.581 5.349
H -1.749 -9.283 2.713
H -4.002 0.194 -4.140
P 1.956 5.284 9.144
H 0.197 4.294 6.407
H 3.391 5.250 -8.494
H 4.239 3.472 10.318
H -0.118 -5.062 1.139
C 5.717 4.747 9.389
C 0.984 2.828 -2.018
C 1.829 -7.607 -6.560
H -0.312 -2.206 -4.565
O -6.054 -1.415 -5.301
H 6.109 -1.800 6.650
O -4.122 6.005 -1.514
O 1.483 6.752 9.490
H 4.423 5.620 -7.117
H 2.256 6.653 6.065
C -2.764 -9.658 2.581
H 6.465 11.369 -8.855
C 0.650 5.151 5.910
C -0.768 -4.900 3.180
H 2.425 3.282 -3.498
H -3.831 -8.287 1.526
H 0.851 9.217 9.700
H 8.991 6.498 -11.701
H -6.129 7.734 -0.873
N 1.048 -5.942 -8.458
H -1.445 -6.972 7.598
H -8.310 3.383 -3.010
H 0.776 6.753 11.532
H -4.067 -8.506 -3.340
H 7.029 10.800 -11.446
H -0.612 -6.624 1.930
H 8.271 3.762 -11.003
H 2.265 1.493 1.666
O -5.216 -3.581 -5.137
H 2.574 -8.201 -7.089
H 0.940 6.825 7.181
O -4.797 4.061 0.244
O -0.831 -6.817 5.552
H 7.918 12.006 -9.718
O 3.414 5.281 9.729
C -5.216 1.949 1.070
H 2.686 -0.757 2.776
C 0.679 8.604 10.585
C -6.567 7.167 -0.051
C -1.933 -8.881 -3.480
O 6.115 7.190 -8.689
H -4.879 -0.048 -2.628
O 7.036 6.648 -10.985
H 0.861 3.976 -3.654
H 0.768 -2.962 -3.474
C -4.653 -5.262 7.571
H -6.079 7.279 0.917
H 0.804 -5.818 7.308
H -6.040 3.774 1.875
H -8.652 4.711 -4.048
C -4.791 -0.386 -3.660
O 2.244 5.209 7.546
H 2.173 -1.568 1.275
H 0.458 -0.006 -3.823
C 1.400 7.285 10.814
O -4.503 -1.749 -3.788
H -2.191 -8.837 -4.539
O 1.301 4.100 9.705
O -6.573 5.783 -0.357
C 8.158 5.836 -11.465
C 7.794 -2.327 7.831
H 2.362 -6.983 -5.843
P 7.159 7.699 -9.760
H -5.986 4.011 -3.956
H -1.205 -8.117 -3.207
H 4.573 6.711 -9.984
O -3.902 -11.822 -0.184
C 8.783 4.683 -10.725
H -1.730 -5.522 1.435
H -6.273 5.680 -3.594
O -3.434 -6.220 5.636
O 6.523 9.108 -10.253
C 1.857 0.586 1.219
H -6.738 3.395 0.274
C 7.304 10.150 -10.615
H 8.319 9.916 -10.937
H 2.312 7.272 11.410
C -4.579 -5.535 6.029
H 5.853 5.391 8.520
O -0.186 -0.718 -0.791
O -1.623 -11.247 -1.237
C 6.850 -2.594 6.745
H -3.188 -7.973 -1.982
O -2.870 -9.452 0.080
H -7.000 -0.504 -3.759
C -3.272 -8.819 -2.663
C -5.840 3.353 0.890
H -8.595 8.050 -0.470
H -0.650 -2.045 -2.851
H 0.785 0.568 1.416
H 6.232 -3.409 7.120
C 4.809 6.888 -8.934
H 4.098 3.789 8.515
H -3.298 -9.388 3.492
O 0.207 1.612 -1.945
H -0.788 -3.810 3.202
C 2.663 -0.686 1.689
H -0.655 -10.821 0.657
H -5.463 -5.979 5.572
C -5.285 -2.382 -4.737
O 1.772 -0.429 -2.495
O -1.985 -5.317 3.761
H 0.466 3.708 -1.639
N 8.533 -2.097 8.694
C 0.734 -6.903 7.388
C -8.025 4.416 -3.207
H -2.801 -10.730 2.773
C 0.152 -2.070 -3.588
C 4.391 5.573 -8.206
H -6.344 0.554 -5.028
H 9.808 4.630 -11.092
H -4.146 1.929 1.276
```

Properties
DFT total energy: -160216.314 eV
Multiplicity: 1
SMILES: CCOP(=O)(OCC)OCC.CCOP(=O)(OCC)OCC.CCOP(=O)(OCC)OCC.CCOP(=O)(OCC)OCC.CCOP(=O)(OCC)OCC.CCOP(=O)(OCC)OCC.O=C1OCCO1.CC#N.CC#N
Total charge: 0
Frontier orbital gap: 10.32 eV

***

- Which value of multiplicity does entry 1 give?
  1

***

- Which value of multiplicity does entry 2 give?
  1